# 1
{
  "formula": "C5H8BrN3O2",
  "method": "wB97M-V/def2-TZVPD",
  "species": ["C", "C", "C", "C", "C", "N", "N", "N", "O", "O", "Br", "H", "H", "H", "H", "H", "H", "H", "H"],
  "positions_angstrom": [[-1.5009, 0.4209, 0.7384], [-2.3987, 0.2090, 1.6627], [0.5619, 1.2616, -1.0855], [-0.2614, -1.8164, 0.6148], [1.9363, 0.0503, 0.4811], [-0.4395, -0.4023, 0.2088], [0.6703, 0.1668, -0.3533], [-0.1159, 1.3027, -2.2542], [-0.0344, 2.3237, -2.9065], [-0.7096, 0.2902, -2.7035], [-3.3255, -1.2708, 2.2194], [-1.3472, 1.5239, 0.4086], [1.1380, 2.1819, -0.9385], [-0.6466, -2.0359, 1.6401], [-0.7630, -2.3827, -0.1974], [0.7778, -2.0576, 0.5046], [2.7626, 0.0770, -0.2535], [1.8181, 0.9876, 1.1478], [1.8777, -0.8296, 1.0661]],
  "forces_ev_per_angstrom": [[2.5, 1.9, -1.1], [-0.5, -0.6, -0.1], [0.8, 1.5, 0.6], [-1.3, 0.3, -1.1], [-1.6, 3.2, -0.8], [-1.6, -0.6, 1.2], [1.3, -1.0, 1.4], [-1.6, -2.1, -2.4], [0.1, 1.5, -0.3], [0.4, 0.6, 1.1], [-0.1, 0.0, 0.1], [-0.3, -1.8, 0.4], [0.1, -0.7, 0.2], [0.3, 0.3, -1.0], [0.0, -0.2, 0.9], [0.3, -0.3, 0.2], [-0.2, 0.0, 0.9], [1.1, -1.5, -0.7], [0.3, -0.5, 0.5]],
  "nbo_charge": [-0.15, -0.13, 0.03, -0.43, -0.42, -0.23, -0.15, 0.44, -0.41, -0.46, 0.13, 0.24, 0.22, 0.23, 0.23, 0.20, 0.23, 0.21, 0.21],
  "e_homo_ev": [-8.59, -8.11],
  "gap_ev": [7.20, 6.92]
}

# 2
{
  "formula": "BrMn",
  "method": "wB97M-V/def2-TZVPD",
  "species": ["Mn", "Br"],
  "positions_angstrom": [[-0.7465, 0.9078, -0.2906], [0.7465, -0.9078, 0.2906]],
  "forces_ev_per_angstrom": [[0.2, -0.2, 0.1], [-0.2, 0.2, -0.1]],
  "lowdin_spin": [5.75, 0.25],
  "spin_multiplicity": 7,
  "e_homo_ev": [-7.75, -10.18],
  "gap_ev": [7.81, 9.30]
}

# 3
{
  "formula": "C2H4N4O",
  "method": "wB97M-V/def2-TZVPD",
  "species": ["C", "C", "H", "H", "H", "H", "N", "N", "N", "N", "O"],
  "positions_angstrom": [[-0.1143, 0.0190, -0.2242], [0.3514, -1.3191, -0.2247], [-1.5189, 1.8312, -0.8401], [-0.0838, 2.5534, -0.8987], [-0.8903, -0.1037, -2.0496], [0.7356, -2.0178, -0.9762], [-0.7743, 1.9417, -1.4700], [-0.2563, 0.6611, -1.5162], [0.8431, -1.5545, 1.0520], [-0.1386, 0.4393, 0.9649], [0.3273, -0.6094, 1.7804]],
  "forces_ev_per_angstrom": [[0.7, -1.8, -3.3], [3.8, -1.7, 3.3], [-1.8, 0.8, 1.0], [-1.2, -1.4, -1.5], [1.7, 3.0, 1.0], [-0.6, 0.6, 0.0], [1.2, 2.1, 0.6], [-0.7, -4.2, 0.7], [-2.8, -1.2, -4.1], [-0.9, 1.5, 2.3], [0.5, 2.4, 0.1]],
  "nbo_charge": [0.23, -0.14, 0.33, 0.36, 0.37, 0.23, -0.62, -0.43, -0.02, -0.18, -0.13],
  "smiles": "NNc1cnon1",
  "e_homo_ev": -9.99,
  "gap_ev": 10.36
}

Calculated ΔE to the lowest compared entry with this formula, charge and spin (kJ/mol), listed in the same order as above: 301.3, 0.0, 501.7